[1]
Molecular formula: C45H41GeN5O4S4V
Method: DFT, ωB97M-V with the def2-TZVPD basis set

Structure (XYZ):
```
101
Properties=species:S:1:pos:R:3:forces:R:3:lowdin_charge:R:1
V 0.746 0.200 0.202 0.778 0.456 -0.007 0.176
N 2.173 1.730 1.408 -0.200 -0.154 -0.117 0.004
N 1.457 2.074 2.548 -0.086 -0.100 0.192 0.029
C 0.143 1.677 2.602 -0.112 -0.104 -0.222 -0.664
O -0.622 1.891 3.509 0.320 0.147 0.093 0.094
O -0.183 1.022 1.493 -0.917 0.079 0.142 -0.200
H 3.009 1.208 1.635 0.092 0.011 0.011 0.076
H 2.393 2.538 0.829 -0.009 0.048 -0.042 0.103
H 1.822 2.703 3.240 0.053 0.092 0.028 0.155
S -0.585 -1.509 -0.578 -0.020 -0.033 0.034 0.772
C -0.739 -2.555 0.808 -0.201 -0.067 -0.027 -0.585
N -1.875 -3.285 0.949 0.182 0.061 -0.034 -0.110
C -2.136 -3.916 2.228 0.056 -0.033 0.125 -0.101
C -0.855 -4.523 2.765 -0.155 -0.034 0.034 -0.107
N 0.171 -3.500 2.826 0.156 0.249 -0.169 -0.108
C 0.842 -3.320 4.117 -0.031 0.011 -0.043 -0.125
C -0.084 -2.644 5.104 0.039 0.029 -0.056 -0.209
C -0.444 -1.310 4.911 0.011 -0.097 0.000 -0.023
C -1.346 -0.695 5.760 -0.018 0.081 -0.023 -0.061
C -1.897 -1.405 6.818 -0.032 -0.032 0.066 -0.086
C -1.540 -2.729 7.023 -0.019 -0.010 0.026 -0.087
C -0.637 -3.346 6.166 0.028 -0.033 0.019 -0.058
C 0.252 -2.585 1.820 0.053 -0.119 0.288 -0.621
S 1.592 -1.515 1.733 0.042 -0.060 -0.038 0.710
C -2.698 -3.697 -0.181 -0.086 0.073 -0.048 -0.131
C -2.353 -5.105 -0.604 0.000 -0.014 -0.032 -0.211
C -3.234 -6.156 -0.394 -0.008 0.052 0.003 -0.050
C -2.881 -7.453 -0.742 -0.036 -0.041 0.006 -0.083
C -1.640 -7.704 -1.303 0.021 -0.049 -0.018 -0.090
C -0.754 -6.657 -1.520 0.034 0.013 -0.013 -0.075
C -1.107 -5.364 -1.173 -0.032 0.015 0.028 -0.030
H -2.903 -4.675 2.090 0.039 -0.047 0.016 0.126
H -2.506 -3.167 2.937 -0.007 -0.015 -0.009 0.141
H -0.521 -5.351 2.130 -0.057 0.010 -0.016 0.137
H -1.018 -4.898 3.776 -0.027 -0.027 -0.047 0.124
H 1.746 -2.738 3.952 -0.018 0.025 0.014 0.082
H 1.143 -4.303 4.484 -0.023 0.008 -0.022 0.127
H -0.021 -0.752 4.089 0.034 0.057 -0.087 0.086
H -1.611 0.340 5.588 0.010 0.000 -0.016 0.103
H -2.602 -0.925 7.484 -0.010 0.001 0.010 0.102
H -1.965 -3.286 7.848 -0.003 0.003 0.009 0.101
H -0.355 -4.380 6.332 -0.002 -0.014 -0.003 0.108
H -2.537 -2.993 -0.994 -0.018 -0.025 0.013 0.080
H -3.749 -3.627 0.112 0.029 -0.033 0.007 0.131
H -4.208 -5.959 0.041 -0.014 -0.002 0.007 0.111
H -3.576 -8.265 -0.576 -0.005 -0.005 0.001 0.103
H -1.363 -8.714 -1.577 -0.002 -0.005 0.001 0.102
H 0.213 -6.849 -1.966 0.005 -0.001 -0.002 0.105
H -0.417 -4.546 -1.345 0.017 0.013 -0.003 0.108
C 0.344 0.957 -1.370 0.012 -0.158 0.266 -0.354
Ge -0.603 2.702 -1.356 -0.098 0.082 -0.023 0.989
C 0.578 4.130 -0.731 -0.075 -0.098 -0.020 -0.266
C 1.447 4.761 -1.617 -0.015 -0.020 -0.096 -0.110
C 2.330 5.735 -1.178 0.022 0.034 -0.035 -0.075
C 2.351 6.101 0.159 0.003 0.011 0.032 -0.085
C 1.479 5.494 1.053 0.048 0.057 0.060 -0.091
C 0.599 4.518 0.607 -0.081 -0.058 0.093 -0.138
C -1.109 3.019 -3.222 0.062 0.075 0.167 -0.262
C -0.777 2.157 -4.259 0.054 -0.017 -0.052 -0.108
C -1.172 2.427 -5.563 -0.018 0.013 -0.041 -0.080
C -1.907 3.567 -5.844 0.017 -0.043 -0.064 -0.090
C -2.243 4.439 -4.819 -0.022 0.055 0.001 -0.089
C -1.845 4.165 -3.521 -0.057 0.055 0.095 -0.105
C -2.215 2.674 -0.248 0.028 -0.054 -0.194 -0.271
C -2.726 3.846 0.300 0.067 0.121 -0.024 -0.111
C -3.924 3.842 1.001 -0.058 -0.005 0.042 -0.084
C -4.634 2.662 1.156 -0.008 0.056 0.024 -0.088
C -4.143 1.489 0.603 -0.044 -0.036 0.016 -0.080
C -2.947 1.499 -0.096 0.072 -0.122 0.001 -0.107
H 0.503 0.601 -2.384 0.039 -0.031 -0.010 -0.003
H 1.448 4.488 -2.664 -0.030 0.004 -0.020 0.091
H 3.008 6.197 -1.884 0.018 -0.014 -0.011 0.106
H 3.040 6.862 0.502 0.001 0.007 0.014 0.101
H 1.474 5.789 2.096 0.003 -0.003 -0.001 0.102
H -0.085 4.065 1.316 -0.037 -0.008 0.004 0.092
H -0.182 1.274 -4.072 -0.007 -0.010 -0.053 0.082
H -0.893 1.750 -6.359 0.011 -0.013 -0.011 0.104
H -2.213 3.781 -6.860 0.003 -0.009 -0.001 0.101
H -2.813 5.334 -5.034 -0.005 0.009 0.009 0.101
H -2.119 4.857 -2.731 0.007 -0.005 0.010 0.100
H -2.193 4.784 0.187 0.029 -0.018 -0.002 0.097
H -4.301 4.763 1.427 -0.007 0.006 0.007 0.101
H -5.565 2.656 1.708 -0.010 0.000 0.003 0.100
H -4.692 0.562 0.718 0.006 0.004 0.001 0.100
H -2.572 0.569 -0.506 0.009 0.005 -0.013 0.068
O 3.996 3.854 -3.350 0.040 0.004 0.017 -0.281
S 3.453 2.571 -3.687 0.090 -0.134 0.007 0.650
O 2.553 2.473 -4.799 0.003 -0.024 0.004 -0.279
N 2.736 1.891 -2.345 -0.122 0.143 -0.156 -0.056
C 3.348 0.816 -1.989 0.131 -0.175 0.227 -0.698
S 2.922 -0.227 -0.690 0.058 -0.276 -0.152 0.729
C 4.558 0.451 -2.786 0.081 0.102 -0.163 -0.224
C 5.432 -0.613 -2.634 -0.038 0.017 -0.010 -0.028
C 6.484 -0.726 -3.533 0.029 -0.014 -0.006 -0.062
C 6.659 0.197 -4.560 -0.028 0.032 -0.001 -0.063
C 5.781 1.265 -4.714 0.016 -0.040 0.018 -0.027
C 4.747 1.360 -3.809 -0.071 0.089 -0.002 -0.216
H 5.293 -1.334 -1.840 -0.020 0.005 0.015 0.099
H 7.181 -1.547 -3.434 0.005 0.001 -0.006 0.107
H 7.487 0.079 -5.245 0.006 0.013 -0.018 0.107
H 5.900 1.990 -5.507 0.023 0.006 -0.022 0.123
```
Forces are in eV/Å.

Values from the calculation:
E_LUMO (spin up / spin down) in eV: -0.23 / -1.08
Total charge: 0
Spin multiplicity: 2
Orbital gap (spin up / spin down) in eV: 6.78 / 7.31



[2]
Molecular formula: C45H42BBaN10O2S4Se2
Method: DFT, ωB97M-V with the def2-TZVPD basis set

Structure (XYZ):
```
107
Properties=species:S:1:pos:R:3:forces:R:3:lowdin_charge:R:1
Ba -0.310 -0.079 -0.022 2.143 1.068 1.285 1.834
C 2.964 -2.441 -4.289 -0.032 -0.019 0.183 -0.026
C 2.226 -1.292 -3.699 0.070 0.270 -0.392 -0.267
C 2.089 -0.022 -4.226 -0.039 -0.154 0.157 0.028
C 1.340 0.684 -3.275 0.166 -0.641 -0.167 -0.256
N 1.021 -0.127 -2.269 -0.038 0.877 -0.691 -0.055
N 1.568 -1.319 -2.524 0.475 -0.344 -0.387 0.018
B 1.540 -2.480 -1.512 -0.090 0.234 -0.144 -0.551
N 2.029 -1.973 -0.143 0.094 -0.443 0.173 -0.014
N 2.140 -0.673 0.162 2.002 0.830 0.417 -0.106
C 2.925 -0.576 1.238 -0.163 -0.819 -0.470 -0.258
C 3.290 -1.863 1.659 -0.050 -0.124 -0.204 0.008
C 2.692 -2.722 0.760 0.389 0.010 0.506 -0.301
C 2.743 -4.205 0.735 -0.023 0.052 -0.241 -0.044
C 3.424 0.702 1.732 0.199 0.410 -0.034 -0.179
C 2.704 1.888 1.604 0.029 -0.321 -0.061 -0.045
C 3.254 3.088 2.013 -0.067 0.166 -0.033 -0.073
C 4.536 3.129 2.538 0.031 0.066 0.071 -0.098
C 5.258 1.955 2.679 0.082 0.038 0.062 -0.094
C 4.705 0.752 2.286 -0.148 -0.108 -0.082 -0.040
N 0.123 -3.057 -1.442 0.180 -0.796 -0.149 0.017
N -0.898 -2.314 -1.013 -0.977 -0.492 -0.245 -0.097
C -1.993 -3.063 -1.071 0.390 -0.482 -0.320 -0.280
C -1.668 -4.330 -1.569 0.117 0.128 0.037 0.035
C -0.302 -4.289 -1.780 -0.341 -0.155 -0.100 -0.264
C 0.575 -5.375 -2.295 0.105 0.113 0.045 -0.015
C -3.321 -2.600 -0.678 -0.332 0.102 0.041 -0.168
C -3.569 -2.113 0.601 -0.007 -0.109 -0.005 -0.038
C -4.838 -1.691 0.951 -0.098 0.034 0.084 -0.073
C -5.873 -1.758 0.034 -0.099 0.086 -0.006 -0.097
C -5.642 -2.275 -1.230 -0.180 -0.049 -0.058 -0.114
C -4.374 -2.697 -1.583 0.079 -0.107 0.042 -0.051
C 1.058 2.117 -3.301 -0.023 0.234 0.145 -0.183
C 1.338 2.905 -2.188 -0.020 -0.150 -0.233 -0.030
C 1.147 4.273 -2.242 0.087 0.168 0.038 -0.076
C 0.675 4.870 -3.400 0.042 0.053 0.083 -0.095
C 0.404 4.093 -4.514 0.003 0.022 -0.135 -0.099
C 0.602 2.726 -4.469 0.014 -0.054 0.007 -0.052
H 3.396 -2.139 -5.239 -0.005 -0.009 -0.077 0.076
H 2.297 -3.287 -4.451 0.049 -0.115 -0.041 0.072
H 3.769 -2.759 -3.629 0.051 -0.125 0.004 0.082
H 2.508 0.360 -5.137 0.100 0.014 -0.141 0.106
H 2.286 -3.323 -1.885 0.089 -0.280 -0.137 0.117
H 3.883 -2.148 2.506 0.078 -0.041 0.165 0.102
H 3.227 -4.561 1.641 0.005 -0.067 0.028 0.067
H 3.303 -4.555 -0.132 0.062 -0.089 -0.055 0.077
H 1.733 -4.610 0.691 -0.069 -0.078 0.066 0.049
H 1.702 1.866 1.195 -0.067 0.150 0.056 0.052
H 2.676 3.996 1.914 -0.096 0.044 -0.003 0.100
H 4.973 4.072 2.836 -0.001 0.067 0.033 0.094
H 6.263 1.971 3.082 0.022 0.043 0.039 0.097
H 5.277 -0.160 2.382 0.022 -0.070 -0.022 0.110
H -2.336 -5.159 -1.701 -0.021 -0.148 -0.042 0.111
H -0.031 -6.248 -2.525 -0.015 -0.048 -0.016 0.080
H 1.320 -5.651 -1.553 0.108 -0.082 0.023 0.073
H 1.099 -5.060 -3.196 0.061 -0.053 -0.068 0.069
H -2.775 -2.121 1.330 0.215 0.061 0.167 0.037
H -5.021 -1.319 1.948 0.020 0.044 0.091 0.108
H -6.861 -1.412 0.305 -0.103 -0.016 0.045 0.096
H -6.452 -2.358 -1.942 -0.061 0.020 -0.046 0.098
H -4.192 -3.107 -2.567 0.055 0.002 -0.095 0.115
H 1.732 2.433 -1.299 0.029 0.005 0.127 0.105
H 1.374 4.878 -1.378 -0.037 0.044 0.139 0.110
H 0.519 5.939 -3.429 -0.017 0.072 -0.010 0.100
H 0.043 4.550 -5.426 -0.035 0.055 -0.032 0.098
H 0.398 2.118 -5.340 -0.023 -0.061 -0.029 0.112
O 2.599 -3.279 6.580 0.458 -0.116 0.354 -0.092
C 1.707 -3.071 5.800 -0.427 0.177 -0.101 -1.068
S 1.646 -3.747 4.179 -0.385 0.141 -0.326 0.958
C 0.113 -3.000 3.634 0.256 -0.088 0.879 -1.183
C -0.486 -2.231 4.588 -0.130 -0.209 0.365 -1.133
S -1.959 -1.365 4.344 0.030 -0.203 0.279 0.504
S 0.309 -2.065 6.161 -0.123 -0.019 -0.128 0.935
S -0.450 -3.259 2.090 -0.058 -0.160 -1.034 0.594
Se -1.029 3.490 1.728 0.530 -0.275 0.610 0.562
Se -1.428 0.304 2.939 -0.521 0.326 0.584 0.592
C 0.151 0.820 3.869 -0.036 -0.054 0.093 -0.653
C 0.251 1.989 4.606 -0.021 0.124 -0.054 -0.112
C 1.443 2.225 5.265 0.072 -0.107 0.047 -0.057
C 2.443 1.264 5.205 0.016 0.055 0.051 -0.051
C 2.224 0.120 4.459 0.145 0.175 0.287 -0.164
N 1.107 -0.086 3.781 0.116 -0.043 -0.351 0.044
C -1.716 3.824 0.034 0.051 0.218 0.520 -0.821
C -2.535 4.945 -0.167 -0.146 0.111 -0.171 -0.145
C -3.072 5.162 -1.411 -0.019 -0.032 -0.119 -0.095
C -2.772 4.266 -2.435 -0.112 -0.023 -0.158 -0.092
C -1.942 3.201 -2.145 -0.310 0.187 -0.348 -0.197
N -1.428 2.975 -0.948 0.228 -0.370 -0.167 0.007
H -0.574 2.684 4.625 -0.035 0.077 0.031 0.082
H 1.590 3.133 5.835 -0.022 0.036 -0.004 0.106
H 3.380 1.403 5.722 0.111 0.013 0.061 0.105
H 2.965 -0.669 4.403 0.113 0.022 -0.034 0.111
H -2.726 5.606 0.667 -0.009 0.003 -0.018 0.081
H -3.717 6.012 -1.597 -0.019 0.053 -0.007 0.096
H -3.180 4.395 -3.426 0.023 -0.001 -0.121 0.092
H -1.672 2.480 -2.906 -0.002 -0.008 -0.163 0.103
C -3.955 0.610 -2.387 -0.044 0.007 -0.128 -0.056
N -4.244 1.273 -1.140 -0.052 -0.071 0.038 0.054
C -3.486 1.127 -0.028 -1.636 0.796 -0.010 -0.637
N -3.991 1.687 1.097 0.126 -0.212 0.181 0.195
O -2.432 0.503 -0.027 -2.937 0.389 -0.170 -0.465
H -4.709 -0.151 -2.598 0.122 -0.016 -0.030 0.069
H -2.981 0.134 -2.297 -0.064 -0.031 -0.108 0.089
H -3.932 1.335 -3.203 0.076 -0.020 0.008 0.078
H -5.138 1.726 -1.053 0.110 0.004 0.070 0.142
H -4.731 2.363 1.037 0.039 0.087 -0.089 0.109
H -3.333 1.813 1.856 0.094 0.124 -0.005 0.000
```
Forces are in eV/Å.

Values from the calculation:
E_LUMO in eV: 1.93
Total charge: -1
Spin multiplicity: 1
Orbital gap in eV: 5.94



It is found that the energy above the lowest of the compared OMol25 structures with the same formula, charge and spin values, taken in the order of the records, are 0.0; 171.3 kJ/mol.
It is found that the max |F| values, taken in the order of the records, are 0.9; 3.0 eV/A.